{
  "formula": "C30H68BFGaN8O14S",
  "method": "ωB97M-V/def2-TZVPD",
  "symbols": ["C", "C", "O", "C", "O", "C", "C", "C", "Ga", "C", "O", "N", "O", "B", "O", "C", "C", "S", "O", "O", "F", "H", "H", "H", "H", "H", "H", "H", "H", "H", "H", "H", "H", "H", "H", "H", "H", "H", "H", "H", "C", "O", "N", "C", "C", "H", "H", "H", "H", "H", "H", "H", "C", "O", "N", "C", "C", "H", "H", "H", "H", "H", "H", "H", "C", "O", "N", "C", "C", "H", "H", "H", "H", "H", "H", "H", "C", "O", "N", "C", "C", "H", "H", "H", "H", "H", "H", "H", "C", "O", "N", "C", "C", "H", "H", "H", "H", "H", "H", "H", "C", "O", "N", "C", "C", "H", "H", "H", "H", "H", "H", "H", "C", "O", "N", "C", "C", "H", "H", "H", "H", "H", "H", "H"],
  "xyz": [[-6.301, -0.857, 0.570], [-5.712, -0.921, -0.826], [-5.091, 0.310, -1.250], [-3.729, 0.306, -1.118], [-3.036, 0.340, -2.048], [-3.212, 0.309, 0.312], [-1.782, 0.871, 0.421], [-1.680, 1.817, 1.638], [-0.002, 1.572, 2.752], [-0.040, 2.977, 4.255], [-1.204, 2.678, 5.087], [-2.219, 3.558, 4.802], [-3.278, 3.118, 5.098], [-0.039, -0.340, 3.624], [-1.173, -1.127, 3.379], [1.065, -0.964, 4.566], [1.217, -0.086, 5.834], [1.901, 1.989, 1.458], [3.130, 1.648, 2.105], [1.748, 1.386, 0.175], [1.965, 3.601, 1.154], [-7.169, -0.206, 0.542], [-5.632, -0.425, 1.298], [-6.601, -1.837, 0.919], [-5.023, -1.750, -0.944], [-6.517, -1.097, -1.527], [-3.906, 0.925, 0.864], [-3.267, -0.707, 0.684], [-1.125, 0.017, 0.532], [-1.552, 1.432, -0.466], [-2.521, 1.733, 2.320], [-1.696, 2.846, 1.284], [-0.159, 3.953, 3.804], [0.859, 2.954, 4.856], [-1.943, -0.617, 3.667], [2.021, -1.142, 4.078], [0.700, -1.934, 4.912], [0.235, 0.275, 6.128], [1.582, -0.693, 6.653], [1.877, 0.742, 5.634], [0.161, -2.768, -2.031], [-0.070, -3.963, -2.141], [1.380, -2.216, -2.137], [1.606, -0.784, -2.004], [2.507, -3.088, -2.393], [-0.635, -2.031, -1.835], [2.045, -0.399, -2.928], [2.288, -0.594, -1.177], [0.672, -0.264, -1.811], [2.344, -3.622, -3.332], [2.589, -3.821, -1.589], [3.424, -2.508, -2.454], [-8.267, -1.379, -3.906], [-7.294, -1.806, -3.309], [-8.343, -0.153, -4.444], [-9.519, 0.320, -5.151], [-7.195, 0.734, -4.310], [-9.181, -1.981, -4.053], [-9.251, 0.581, -6.175], [-9.916, 1.206, -4.654], [-10.288, -0.450, -5.171], [-6.319, 0.276, -4.770], [-6.974, 0.903, -3.256], [-7.409, 1.685, -4.794], [-9.640, 2.952, -8.735], [-9.996, 2.698, -7.600], [-8.363, 2.939, -9.160], [-8.001, 3.252, -10.528], [-7.316, 2.600, -8.209], [-10.359, 3.221, -9.529], [-7.493, 2.398, -10.981], [-7.331, 4.114, -10.546], [-8.890, 3.483, -11.111], [-7.488, 1.599, -7.811], [-7.329, 3.306, -7.378], [-6.347, 2.633, -8.700], [7.609, 1.148, 3.371], [8.683, 0.797, 3.839], [7.350, 2.365, 2.877], [6.046, 2.717, 2.336], [8.408, 3.357, 2.884], [6.743, 0.469, 3.318], [6.151, 3.009, 1.289], [5.629, 3.553, 2.900], [5.362, 1.878, 2.399], [9.259, 2.994, 2.306], [8.742, 3.535, 3.908], [8.044, 4.286, 2.453], [0.145, 3.267, 8.799], [1.257, 2.920, 9.148], [-0.174, 4.503, 8.369], [-1.522, 4.861, 7.971], [0.873, 5.507, 8.303], [-0.717, 2.577, 8.810], [-1.520, 5.186, 6.928], [-1.886, 5.676, 8.602], [-2.189, 4.008, 8.072], [1.664, 5.170, 7.632], [1.304, 5.656, 9.293], [0.461, 6.445, 7.938], [9.344, -2.091, -0.041], [8.649, -1.104, -0.178], [9.607, -2.697, 1.132], [10.447, -3.873, 1.217], [9.028, -2.150, 2.353], [9.833, -2.587, -0.900], [9.879, -4.704, 1.642], [11.309, -3.667, 1.857], [10.801, -4.157, 0.228], [7.940, -2.155, 2.274], [9.356, -1.122, 2.492], [9.334, -2.748, 3.208], [4.089, -8.779, -3.359], [5.156, -9.187, -2.937], [3.863, -7.528, -3.799], [2.567, -7.102, -4.294], [4.956, -6.571, -3.776], [3.196, -9.425, -3.418], [2.669, -6.768, -5.329], [2.198, -6.277, -3.681], [1.852, -7.920, -4.253], [5.780, -6.942, -4.387], [5.312, -6.452, -2.752], [4.621, -5.611, -4.159]],
  "mulliken_charge": [-1.2115, 0.1344, -0.3565, 0.2901, -0.5154, -0.9417, -0.0732, -0.9564, -1.1617, -0.8147, -0.1066, 0.2091, -0.4000, 0.7262, -0.5600, -0.4644, -0.9428, 0.9810, -0.5386, -0.5892, -0.3279, 0.3230, 0.3141, 0.3336, 0.3270, 0.1269, 0.4318, 0.4346, 0.1069, 0.4522, 0.5073, 0.5303, 0.6074, 0.4244, 0.2745, 0.3116, 0.2637, 0.2074, 0.4318, 0.2055, 0.2178, -0.6405, 0.2038, -0.9506, -0.9280, 0.2193, 0.3168, 0.4452, 0.1606, 0.2306, 0.3246, 0.3997, 0.0737, -0.6158, 0.1543, -0.8092, -0.8489, 0.2590, 0.2518, 0.3141, 0.3045, 0.2975, 0.2462, 0.3186, 0.1069, -0.5525, 0.1239, -0.9417, -0.8555, 0.2581, 0.3344, 0.3318, 0.2990, 0.2448, 0.2829, 0.3870, 0.1890, -0.6730, 0.1716, -0.7992, -0.9977, 0.2921, 0.3541, 0.3442, 0.1932, 0.2842, 0.2960, 0.3977, 0.1444, -0.6171, 0.1526, -1.0101, -1.0030, 0.2979, 0.3502, 0.3761, 0.3232, 0.2877, 0.3095, 0.4002, 0.0855, -0.5734, 0.1664, -0.9329, -0.8769, 0.2447, 0.3247, 0.3235, 0.3054, 0.2560, 0.2906, 0.3625, 0.1387, -0.5950, 0.1232, -0.8301, -0.9655, 0.2551, 0.3156, 0.3018, 0.2837, 0.3140, 0.2973, 0.3629],
  "total_energy_ha": -5122.9958,
  "lumo_energy_ev": 1.58,
  "homo_lumo_gap_ev": 6.90,
  "homo_energy_ev": -5.3,
  "max_force_ha_per_bohr": 0.0714,
  "charge": -1
}


{
  "formula": "C30H68Cl3N21O14PS",
  "method": "ωB97M-V/def2-TZVPD",
  "symbols": ["C", "C", "C", "C", "C", "C", "C", "C", "O", "O", "C", "Cl", "C", "C", "Cl", "C", "Cl", "C", "C", "C", "N", "C", "C", "C", "C", "O", "N", "P", "S", "C", "C", "O", "N", "O", "H", "H", "H", "H", "H", "H", "H", "H", "H", "H", "H", "H", "H", "H", "H", "H", "H", "H", "H", "H", "H", "H", "H", "H", "H", "H", "H", "H", "H", "H", "H", "H", "C", "O", "N", "N", "H", "H", "H", "H", "C", "O", "N", "N", "H", "H", "H", "H", "C", "O", "N", "N", "H", "H", "H", "H", "C", "O", "N", "N", "H", "H", "H", "H", "C", "O", "N", "N", "H", "H", "H", "H", "C", "O", "N", "N", "H", "H", "H", "H", "C", "O", "N", "N", "H", "H", "H", "H", "C", "O", "N", "N", "H", "H", "H", "H", "C", "O", "N", "N", "H", "H", "H", "H"],
  "xyz": [[-5.373, -0.735, -4.991], [-3.775, -0.995, -4.949], [-3.061, -0.912, -6.382], [-1.634, -1.715, -6.342], [-0.633, -1.274, -7.528], [-0.972, -1.572, -4.865], [-0.806, -2.872, -3.981], [-1.227, -4.338, -4.521], [-2.070, -4.983, -3.874], [-0.614, -4.729, -5.741], [0.173, -5.937, -5.621], [0.825, -6.275, -3.945], [1.487, -5.725, -6.594], [2.739, -5.086, -5.773], [0.997, -4.386, -7.801], [-0.217, -2.663, -2.565], [-0.064, -4.143, -1.486], [0.213, -1.229, -2.085], [0.824, -1.164, -0.594], [2.424, -1.287, -0.544], [3.016, -1.464, 0.801], [3.050, -0.230, 1.628], [1.671, 0.182, 2.347], [2.550, -2.648, 1.504], [2.674, -2.879, 3.108], [2.042, -3.635, 0.867], [0.072, -0.049, -2.939], [0.643, 1.550, -2.329], [2.553, 1.721, -2.773], [-0.495, -0.187, -4.293], [-0.612, 1.124, -5.197], [0.708, 1.678, -5.549], [1.341, 0.869, -6.427], [2.521, 1.004, -6.395], [-5.890, -1.618, -4.450], [-5.614, 0.191, -4.359], [-5.811, -0.708, -6.043], [-3.648, -2.079, -4.558], [-3.329, -0.317, -4.147], [-2.968, 0.138, -6.818], [-3.740, -1.500, -7.113], [-1.924, -2.811, -6.571], [-0.784, -2.034, -8.389], [0.471, -1.339, -7.251], [-0.951, -0.262, -7.960], [-0.352, -6.878, -6.008], [1.773, -6.672, -7.157], [3.316, -5.861, -5.168], [2.412, -4.240, -5.075], [3.457, -4.602, -6.539], [0.309, -1.956, 0.073], [0.542, -0.153, -0.141], [2.970, -0.395, -1.036], [2.718, -2.201, -1.191], [3.418, 0.622, 0.937], [3.872, -0.323, 2.435], [0.812, -0.547, 2.163], [1.873, 0.185, 3.484], [1.426, 1.271, 2.072], [1.609, -2.691, 3.521], [2.855, -4.011, 3.240], [3.466, -2.220, 3.593], [-0.001, 2.644, -3.030], [0.360, 1.752, -0.943], [-1.161, 0.977, -6.183], [-1.205, 1.924, -4.615], [1.293, 5.471, -2.189], [0.656, 4.509, -1.763], [0.722, 6.673, -2.430], [2.617, 5.409, -2.451], [1.223, 7.471, -2.776], [-0.265, 6.758, -2.245], [3.078, 4.528, -2.284], [3.155, 6.182, -2.799], [2.199, -6.876, 4.504], [2.061, -5.663, 4.380], [1.777, -7.549, 5.597], [2.788, -7.644, 3.555], [1.881, -8.540, 5.719], [1.333, -7.011, 6.327], [3.116, -7.178, 2.725], [2.911, -8.637, 3.637], [-1.002, 4.692, 2.449], [-1.137, 5.902, 2.317], [-1.435, 4.026, 3.545], [-0.406, 3.920, 1.507], [-1.335, 3.035, 3.672], [-1.885, 4.570, 4.268], [-0.071, 4.386, 0.676], [-0.285, 2.928, 1.592], [0.411, -5.946, 8.976], [1.017, -6.974, 8.708], [-0.673, -5.924, 9.788], [0.773, -4.738, 8.481], [-1.183, -5.090, 10.019], [-0.974, -6.804, 10.176], [1.575, -4.715, 7.872], [0.290, -3.880, 8.687], [-2.573, 7.605, 5.528], [-3.122, 6.531, 5.738], [-2.743, 8.684, 6.331], [-1.748, 7.805, 4.473], [-2.302, 9.572, 6.176], [-3.351, 8.572, 7.127], [-1.600, 7.021, 3.854], [-1.286, 8.676, 4.280], [1.930, 1.591, -10.908], [1.593, 1.624, -12.079], [2.429, 2.672, -10.258], [1.837, 0.468, -10.151], [2.712, 2.665, -9.295], [2.514, 3.526, -10.786], [1.471, -0.358, -10.598], [2.109, 0.419, -9.186], [-1.334, -2.351, 6.632], [-1.365, -2.109, 7.834], [-2.421, -2.228, 5.832], [-0.209, -2.763, 6.002], [-2.414, -2.422, 4.847], [-3.280, -1.923, 6.264], [0.619, -2.866, 6.565], [-0.160, -2.968, 5.021], [-4.876, 0.337, 8.374], [-5.335, 0.274, 7.241], [-3.683, -0.209, 8.708], [-5.522, 0.960, 9.391], [-3.287, -0.170, 9.629], [-3.174, -0.681, 7.978], [-6.413, 1.379, 9.181], [-5.162, 1.023, 10.326], [1.780, 9.492, 1.971], [1.656, 10.338, 1.099], [2.838, 9.468, 2.821], [0.874, 8.503, 2.166], [2.959, 8.783, 3.544], [3.533, 10.187, 2.708], [0.074, 8.487, 1.554], [0.957, 7.798, 2.876]],
  "mulliken_charge": [-1.0506, 0.2765, -0.9937, 0.2078, -1.6147, -0.0719, 0.9240, -0.4614, -0.4335, -0.1368, -0.0679, -0.1225, 0.0045, -1.0852, -0.1758, -0.3765, -0.0366, 0.4350, -0.5055, -0.2747, 0.1290, -0.6256, -0.6171, 0.4686, -0.4546, -0.5580, 0.3332, 0.2307, -0.3821, 0.8326, -1.0738, -0.1665, 0.3970, -0.4557, 0.2864, 0.2842, 0.3149, 0.0202, 0.0565, 0.2548, 0.4600, 0.7760, 0.2919, 0.2149, 0.4689, 0.4289, 0.3840, 0.3377, 0.2222, 0.3590, 0.7194, -0.2906, 0.1760, 0.1586, 0.3716, 0.3892, 0.3311, 0.2969, -0.0466, -0.1459, 0.2314, 0.3366, 0.1665, 0.0423, -0.0002, 0.5564, 0.7923, -0.6749, -0.4374, -0.3566, 0.1671, 0.2347, 0.1576, 0.1717, 0.6257, -0.5948, -0.3162, -0.3799, 0.1316, 0.1141, 0.2157, 0.1696, 0.6972, -0.7699, -0.3344, -0.1514, 0.1310, 0.1751, 0.0926, 0.0455, 0.6360, -0.6762, -0.3884, -0.3356, 0.1710, 0.2285, 0.2035, 0.1477, 0.6546, -0.6524, -0.3884, -0.1656, 0.1644, 0.2390, 0.0850, 0.1887, 0.6327, -0.6389, -0.3386, -0.3003, 0.1562, 0.2104, 0.1657, 0.1221, 0.8114, -0.7280, -0.3519, -0.2027, 0.1530, 0.1491, 0.1458, 0.0981, 0.6482, -0.6562, -0.2043, -0.3898, 0.1513, 0.0126, 0.2330, 0.1616, 0.5897, -0.6505, -0.3750, -0.2583, 0.1726, 0.2154, 0.1507, 0.1454],
  "total_energy_ha": -5507.0600,
  "lumo_energy_ev": -4.99,
  "homo_lumo_gap_ev": 5.98,
  "homo_energy_ev": -11.0,
  "max_force_ha_per_bohr": 0.0959,
  "charge": 1
}